# 1
{
  "formula": "C12H4AuBrF5IS",
  "method": "ωB97M-V/def2-TZVPD",
  "gap_ev": 8.0,
  "relative_energy_kcal_mol": 6.6,
  "homo_ev": -8.5,
  "lumo_energy_ev": -0.52,
  "max_force_ev_per_a": 3.19,
  "elements": ["Au", "F", "C", "C", "F", "C", "F", "C", "S", "C", "F", "C", "F", "Br", "C", "C", "C", "C", "C", "C", "I", "H", "H", "H", "H"],
  "xyz": [[-0.062, 0.617, -0.518], [-6.245, -1.795, -0.832], [-5.259, -1.087, -0.271], [-4.550, -1.643, 0.751], [-4.956, -2.857, 1.251], [-3.378, -0.981, 1.081], [-2.703, -1.594, 2.063], [-2.950, 0.248, 0.627], [-1.506, 1.074, 1.191], [-3.732, 0.761, -0.425], [-3.421, 1.929, -0.997], [-4.882, 0.103, -0.841], [-5.606, 0.540, -1.862], [4.639, 1.236, -3.126], [4.408, 0.688, -1.338], [5.406, 0.932, -0.402], [5.127, 0.627, 0.950], [3.979, 0.002, 1.315], [2.963, -0.220, 0.435], [3.192, 0.085, -0.941], [1.656, -0.207, -2.290], [6.361, 1.468, -0.522], [5.817, 0.941, 1.683], [3.767, -0.223, 2.336], [1.936, -0.647, 0.682]],
  "atomic_forces_ev_per_a": [[-0.395, -0.130, -0.078], [-0.254, 0.314, 0.154], [-0.718, -0.917, -0.576], [-0.110, -0.703, -0.239], [0.912, 1.580, -0.356], [-0.017, -1.083, 2.127], [0.565, 0.033, 0.189], [-0.539, 0.058, -1.606], [0.079, 0.195, 0.425], [-0.344, 0.076, 0.584], [-0.031, -0.306, -0.001], [0.584, 0.469, -0.178], [-0.157, 0.427, -0.402], [0.274, 0.006, -0.091], [-0.390, -0.357, 0.139], [-0.216, 0.322, 1.771], [0.645, 0.249, -2.018], [-1.071, -0.036, 1.050], [-1.583, -0.800, -2.647], [1.038, 0.464, 1.429], [-0.238, -0.018, -0.285], [-0.713, -0.363, -0.823], [0.796, 0.056, 0.703], [0.139, -0.083, 0.677], [1.743, 0.549, 0.052]],
  "nbo_charge": [0.332, -0.287, 0.284, 0.254, -0.292, 0.380, -0.312, -0.324, -0.267, 0.344, -0.292, 0.248, -0.286, 0.094, -0.123, -0.226, -0.170, -0.219, -0.205, -0.229, 0.354, 0.245, 0.222, 0.229, 0.247]
}

# 2
{
  "formula": "C9H24BrFN2O2PS",
  "method": "ωB97M-V/def2-TZVPD",
  "gap_ev": 10.2,
  "homo_ev": -12.7,
  "lumo_energy_ev": -2.46,
  "max_force_ev_per_a": 1.14,
  "total_charge": 1,
  "elements": ["N", "P", "Br", "S", "O", "O", "F", "H", "H", "H", "H", "C", "C", "C", "N", "C", "C", "C", "C", "C", "C", "H", "H", "H", "H", "H", "H", "H", "H", "H", "H", "H", "H", "H", "H", "H", "H", "H", "H", "H", "H"],
  "xyz": [[-2.415, -3.329, 4.003], [-1.819, -3.080, 2.461], [-3.861, -3.002, 1.380], [0.373, -2.955, 2.956], [0.952, -2.161, 1.906], [0.915, -4.229, 3.300], [0.475, -2.060, 4.266], [-1.732, -3.765, 4.617], [-2.754, -2.466, 4.409], [-1.621, -1.791, 1.975], [-1.464, -4.218, 1.745], [-2.708, 0.676, 0.346], [-1.703, -0.188, -0.420], [-0.232, 0.071, -0.091], [0.502, 1.075, -0.954], [0.791, 0.445, -2.294], [1.712, 1.283, -3.162], [3.020, 1.595, -2.443], [2.751, 2.232, -1.084], [1.806, 1.384, -0.253], [-0.299, 2.318, -1.120], [-2.778, 1.693, -0.036], [-3.703, 0.238, 0.275], [-2.448, 0.729, 1.405], [-1.894, -0.147, -1.494], [-1.886, -1.223, -0.131], [0.342, -0.849, -0.188], [-0.124, 0.413, 0.939], [1.250, -0.520, -2.081], [-0.170, 0.274, -2.776], [1.908, 0.718, -4.073], [1.216, 2.203, -3.479], [3.636, 2.255, -3.052], [3.590, 0.671, -2.306], [2.361, 3.245, -1.204], [3.680, 2.335, -0.522], [1.543, 1.872, 0.685], [2.256, 0.417, -0.027], [-0.536, 2.709, -0.134], [-1.206, 2.084, -1.668], [0.274, 3.050, -1.675]],
  "atomic_forces_ev_per_a": [[0.634, -0.002, -0.413], [-1.119, 0.188, 0.039], [0.004, -0.046, 0.131], [0.118, -0.412, -0.100], [0.193, 0.141, -0.040], [0.161, 0.032, 0.078], [-0.002, 0.174, 0.112], [-0.036, 0.033, 0.107], [-0.294, -0.080, 0.087], [0.224, 0.061, 0.044], [0.082, -0.059, -0.009], [0.021, -0.002, -0.135], [-0.026, 0.182, 0.204], [-0.061, -0.157, -0.091], [-0.006, -0.019, 0.012], [-0.015, 0.033, -0.137], [0.065, 0.092, 0.016], [0.005, -0.011, 0.015], [-0.009, 0.013, -0.116], [0.096, 0.009, -0.013], [0.056, 0.020, -0.014], [0.031, 0.023, 0.044], [-0.003, -0.016, -0.001], [0.000, 0.006, 0.014], [0.027, -0.048, -0.014], [0.000, -0.097, -0.136], [0.044, 0.052, 0.104], [-0.010, 0.036, 0.002], [0.006, -0.008, 0.033], [0.011, -0.041, 0.009], [-0.057, -0.034, -0.008], [-0.004, -0.002, 0.010], [0.010, 0.000, -0.004], [-0.017, -0.008, 0.007], [-0.011, 0.001, 0.002], [-0.018, -0.021, 0.054], [-0.008, -0.030, 0.025], [-0.020, -0.017, 0.028], [-0.046, 0.002, 0.014], [-0.031, -0.005, 0.033], [0.006, 0.018, 0.005]],
  "nbo_charge": [-1.118, 0.952, -0.342, 1.999, -0.964, -0.904, -0.501, 0.421, 0.422, -0.006, 0.047, -0.615, -0.443, -0.211, -0.202, -0.213, -0.428, -0.405, -0.429, -0.210, -0.420, 0.207, 0.244, 0.205, 0.219, 0.238, 0.241, 0.225, 0.224, 0.229, 0.250, 0.213, 0.240, 0.212, 0.212, 0.252, 0.228, 0.231, 0.233, 0.233, 0.234]
}

# 3
{
  "formula": "C3H2ClNO2",
  "method": "ωB97M-V/def2-TZVPD",
  "gap_ev": [7.4, 7.5],
  "relative_energy_kcal_mol": 135.4,
  "homo_ev": [-8.3, -8.5],
  "lumo_energy_ev": [-0.98, -0.97],
  "max_force_ev_per_a": 4.42,
  "elements": ["C", "C", "C", "N", "O", "O", "Cl", "H", "H"],
  "xyz": [[-0.743, -0.872, -0.327], [-0.130, -1.724, -1.247], [1.033, 0.956, -0.307], [0.318, 0.002, -0.327], [-1.628, -0.937, 0.483], [0.074, -2.099, -2.345], [1.194, 2.406, -1.005], [-0.104, 1.511, 2.683], [-0.014, 0.757, 2.393]],
  "atomic_forces_ev_per_a": [[0.350, 0.616, 0.699], [-0.109, -2.887, -3.340], [0.781, -1.236, 0.922], [0.060, 1.440, 0.574], [-0.771, -0.227, 0.173], [-0.194, 0.582, 1.759], [-0.093, 1.688, -0.848], [0.241, -1.908, -0.718], [-0.265, 1.932, 0.779]],
  "nbo_charge": [0.408, 0.579, 0.263, -0.433, -0.554, -0.399, 0.139, -0.003, 0.001]
}

# 4
{
  "formula": "C30H47BrN3O2PSZr",
  "method": "ωB97M-V/def2-TZVPD",
  "gap_ev": 5.8,
  "relative_energy_kcal_mol": 46.7,
  "homo_ev": -12.9,
  "lumo_energy_ev": -7.09,
  "max_force_ev_per_a": 0.77,
  "total_charge": 2,
  "elements": ["Zr", "O", "C", "C", "C", "C", "C", "C", "C", "O", "N", "N", "C", "C", "Br", "C", "C", "C", "C", "C", "C", "C", "H", "H", "H", "H", "H", "H", "H", "H", "H", "H", "H", "H", "H", "H", "C", "C", "C", "C", "P", "N", "C", "C", "C", "C", "C", "C", "C", "C", "H", "H", "H", "H", "H", "H", "H", "H", "H", "H", "H", "H", "H", "H", "H", "H", "H", "H", "H", "H", "H", "H", "H", "H", "H", "H", "H", "C", "S", "C", "H", "H", "H", "H", "H", "H"],
  "xyz": [[0.063, -0.170, 0.523], [1.545, 3.668, 2.643], [1.440, 4.283, 1.441], [2.048, 5.532, 1.322], [1.993, 6.228, 0.133], [1.329, 5.697, -0.972], [0.725, 4.464, -0.860], [0.766, 3.743, 0.341], [0.099, 2.402, 0.357], [0.222, 1.643, 1.536], [-1.273, 2.476, -0.122], [-1.788, 1.184, -0.018], [-3.057, 1.043, 0.092], [-3.649, -0.189, 0.515], [-2.382, -1.372, 1.348], [-4.955, -0.505, 0.544], [-6.015, 0.239, -0.107], [-7.288, 0.219, 0.477], [-8.317, 0.957, -0.076], [-8.097, 1.694, -1.234], [-6.851, 1.685, -1.848], [-5.813, 0.961, -1.292], [1.026, 2.850, 2.611], [2.553, 5.935, 2.189], [2.470, 7.196, 0.062], [1.287, 6.242, -1.904], [0.207, 4.038, -1.711], [0.598, 1.794, -0.489], [-1.815, 3.157, 0.405], [-3.719, 1.901, -0.015], [-5.257, -1.375, 1.120], [-7.459, -0.362, 1.375], [-9.294, 0.951, 0.387], [-8.908, 2.259, -1.674], [-6.700, 2.226, -2.772], [-4.867, 0.899, -1.817], [-0.405, -4.592, 2.148], [1.046, -4.276, 1.757], [1.549, -3.282, 2.819], [1.861, -5.576, 1.861], [1.133, -3.487, 0.056], [0.668, -1.931, 0.264], [2.881, -3.475, -0.612], [2.986, -2.439, -1.745], [3.370, -4.831, -1.140], [3.834, -3.011, 0.497], [-0.018, -4.327, -1.157], [0.276, -3.881, -2.598], [-1.470, -3.908, -0.890], [0.086, -5.861, -1.098], [-0.399, -4.933, 3.184], [-0.853, -5.381, 1.551], [-1.043, -3.710, 2.103], [1.493, -3.777, 3.790], [0.910, -2.398, 2.871], [2.575, -2.958, 2.677], [1.681, -6.006, 2.848], [2.931, -5.410, 1.776], [1.565, -6.321, 1.126], [2.494, -2.745, -2.660], [4.045, -2.314, -1.979], [2.585, -1.473, -1.439], [2.841, -5.146, -2.036], [3.316, -5.629, -0.404], [4.421, -4.716, -1.417], [3.509, -2.063, 0.928], [4.820, -2.862, 0.052], [3.953, -3.741, 1.291], [0.290, -2.795, -2.701], [-0.532, -4.258, -3.226], [1.202, -4.293, -2.989], [-1.610, -2.843, -1.076], [-1.825, -4.140, 0.108], [-2.103, -4.448, -1.597], [1.098, -6.228, -1.254], [-0.530, -6.262, -1.905], [-0.294, -6.279, -0.170], [4.204, 0.442, -0.343], [2.717, 0.924, 0.552], [3.248, 0.690, 2.261], [4.533, -0.560, -0.088], [4.974, 1.169, -0.090], [3.995, 0.508, -1.408], [4.101, 1.339, 2.446], [3.514, -0.346, 2.459], [2.435, 1.005, 2.911]],
  "atomic_forces_ev_per_a": [[0.398, 0.655, 0.014], [-0.001, -0.004, -0.001], [-0.007, 0.011, -0.007], [0.007, -0.002, 0.010], [-0.004, -0.004, -0.002], [0.000, -0.006, 0.007], [0.012, 0.017, 0.007], [-0.010, -0.022, 0.009], [0.015, -0.036, -0.073], [-0.109, -0.179, -0.026], [-0.012, -0.035, 0.021], [-0.133, 0.096, 0.029], [0.036, 0.080, -0.049], [-0.039, -0.071, 0.036], [-0.147, -0.032, 0.099], [0.081, -0.068, 0.056], [-0.061, 0.076, -0.052], [0.032, -0.003, 0.000], [0.003, 0.009, -0.012], [-0.010, 0.006, -0.004], [-0.003, -0.003, 0.008], [-0.017, -0.021, 0.010], [-0.012, 0.001, 0.005], [0.001, 0.000, -0.001], [0.000, 0.000, 0.001], [0.001, 0.003, 0.003], [0.000, -0.008, 0.003], [-0.054, -0.030, -0.018], [-0.031, -0.017, -0.007], [-0.001, -0.005, -0.008], [0.011, -0.010, -0.014], [0.002, -0.001, 0.001], [-0.001, 0.001, -0.001], [-0.004, -0.003, 0.006], [0.003, -0.003, -0.001], [0.007, -0.006, 0.011], [-0.015, -0.006, -0.025], [0.061, -0.062, 0.061], [0.007, 0.024, -0.022], [-0.031, 0.032, 0.009], [-0.010, 0.065, 0.175], [-0.039, -0.354, -0.309], [0.029, -0.026, -0.014], [0.014, 0.027, 0.009], [-0.033, 0.001, -0.008], [0.017, 0.010, 0.004], [-0.049, -0.045, -0.012], [0.022, 0.005, 0.017], [-0.010, 0.001, -0.013], [-0.025, 0.030, -0.019], [-0.002, -0.002, -0.001], [-0.009, -0.015, -0.011], [-0.004, 0.014, -0.005], [-0.001, -0.012, -0.004], [-0.003, 0.000, -0.003], [0.006, -0.009, -0.002], [0.000, 0.001, -0.004], [0.026, -0.003, -0.011], [-0.011, -0.011, -0.026], [-0.007, -0.023, -0.002], [-0.008, 0.022, 0.010], [0.017, 0.017, -0.008], [-0.017, -0.007, -0.004], [-0.014, 0.007, 0.025], [0.000, 0.001, 0.001], [-0.018, -0.026, 0.038], [-0.011, -0.011, 0.000], [-0.001, -0.022, 0.028], [0.004, 0.002, 0.004], [-0.001, 0.000, -0.001], [0.016, 0.008, -0.011], [0.014, -0.012, 0.002], [0.000, -0.005, 0.021], [0.007, -0.010, 0.005], [0.025, 0.010, 0.001], [0.005, -0.008, 0.005], [0.001, 0.008, 0.025], [-0.004, -0.010, 0.024], [0.073, -0.013, 0.051], [0.026, 0.007, 0.000], [0.011, 0.036, -0.020], [0.002, 0.000, -0.005], [-0.013, 0.012, 0.006], [0.002, 0.002, -0.014], [0.003, -0.019, -0.014], [-0.001, -0.014, -0.014]],
  "lowdin_charge": [1.543, 0.067, -0.259, 0.009, -0.048, -0.068, -0.036, -0.135, -0.530, -0.402, 0.025, -0.131, -0.155, -0.545, 0.924, -0.043, -0.222, -0.013, -0.043, -0.037, -0.049, -0.038, 0.063, 0.130, 0.118, 0.111, 0.117, 0.082, 0.160, 0.154, 0.127, 0.124, 0.120, 0.120, 0.117, 0.116, -0.082, -0.595, -0.082, -0.058, 0.997, -0.481, -0.589, -0.086, -0.055, -0.088, -0.601, -0.080, -0.113, -0.058, 0.104, 0.073, 0.024, 0.103, 0.061, 0.059, 0.103, 0.071, 0.075, 0.064, 0.102, 0.041, 0.072, 0.075, 0.105, 0.042, 0.102, 0.074, 0.082, 0.101, 0.071, 0.043, 0.044, 0.102, 0.072, 0.103, 0.072, -0.330, 0.828, -0.310, 0.017, 0.062, 0.053, 0.066, 0.037, 0.038]
}

| no. | energy (a.u.) | molar mass (u) |
| --- | --- | --- |
| 1 | -4364.54986 | 679.00 |
| 2 | -4030.50016 | 354.25 |
| 3 | -780.73546 | 119.51 |
| 4 | -4846.21039 | 715.89 |